This record from OMol25 describes a 8-piece molecular cluster, C21H38B4F16N5O3 overall at a distorted geometry. The level of theory is wB97M-V/def2-TZVPD.

The geometry in XYZ format:
```
87
Properties=species:S:1:pos:R:3:mulliken_spin:R:1
C 1.944 3.914 0.862 0.00
C 3.131 3.445 0.130 0.00
O 4.102 4.156 -0.030 0.00
N 3.042 2.131 -0.723 0.00
H 3.609 1.441 -0.252 0.00
H 2.133 1.694 -0.670 0.00
C 3.566 2.350 -2.157 0.00
H 1.772 4.990 0.823 0.00
H 1.850 3.473 1.855 0.00
H 1.074 3.607 0.282 0.00
H 4.026 1.435 -2.528 0.00
H 4.382 3.067 -2.072 0.00
H 2.790 2.809 -2.771 0.00
C -2.559 3.009 0.681 0.00
C -3.228 3.800 -0.461 0.00
O -3.792 4.856 -0.309 0.00
N -3.149 3.269 -1.871 0.00
H -2.173 3.057 -2.016 0.00
H -3.554 2.344 -1.857 0.00
C -3.491 4.262 -3.052 0.00
H -2.532 3.532 1.637 0.00
H -1.622 2.601 0.303 0.00
H -3.254 2.187 0.852 0.00
H -3.305 3.858 -4.047 0.00
H -2.867 5.118 -2.794 0.00
H -4.566 4.407 -2.946 0.00
C -0.659 -0.007 -6.966 0.00
C -0.110 -0.230 -5.560 0.00
O 0.827 0.344 -5.049 0.00
N -0.848 -1.387 -4.842 0.00
H -1.198 -2.096 -5.471 0.00
H -0.143 -1.743 -4.212 0.00
C -2.017 -0.985 -3.908 0.00
H -0.265 0.934 -7.349 0.00
H -1.667 0.341 -6.742 0.00
H -0.558 -0.870 -7.624 0.00
H -2.989 -1.021 -4.401 0.00
H -1.802 0.038 -3.601 0.00
H -1.921 -1.508 -2.956 0.00
C -1.520 -2.539 -0.257 -0.01
N -0.833 -2.562 1.125 -0.10
C 0.340 -1.979 1.298 0.25
C 0.935 -1.846 2.628 0.03
C 0.233 -2.376 3.742 0.10
C -0.925 -3.032 3.497 0.18
C -1.451 -3.102 2.210 0.24
C 0.882 -2.274 5.035 0.10
C 1.366 -3.462 5.634 0.00
C 2.065 -3.361 6.869 0.00
N 2.187 -2.135 7.450 0.00
C 1.818 -1.037 6.884 0.00
C 1.119 -1.074 5.667 0.00
C 2.995 -1.997 8.673 0.00
H -0.773 -2.672 -1.039 0.00
H -2.202 -1.692 -0.332 0.00
H -2.239 -3.354 -0.341 -0.01
H 0.736 -1.538 0.395 0.10
H 1.817 -1.240 2.778 0.09
H -1.390 -3.373 4.410 0.00
H -2.434 -3.453 1.934 -0.02
H 1.276 -4.397 5.101 0.00
H 2.527 -4.208 7.355 0.00
H 1.953 -0.115 7.430 0.00
H 0.945 -0.156 5.126 0.00
H 3.198 -0.940 8.846 0.00
H 3.951 -2.497 8.520 0.00
H 2.420 -2.268 9.559 0.00
B -5.088 0.554 -2.068 0.00
F -5.031 1.428 -0.949 0.00
F -3.883 -0.087 -2.215 0.00
F -6.142 -0.297 -1.799 0.00
F -5.282 1.315 -3.187 0.00
B 3.939 -0.144 1.313 -0.01
F 4.743 0.867 0.857 0.00
F 3.806 -1.099 0.369 0.00
F 4.298 -0.702 2.504 0.00
F 2.677 0.408 1.401 0.01
B -0.233 0.888 -1.357 0.01
F -0.297 1.777 -2.357 0.00
F 0.182 -0.423 -1.791 0.00
F 0.667 1.392 -0.509 0.00
F -1.491 0.826 -0.857 0.00
B 0.858 -3.740 -3.551 0.00
F 1.454 -3.448 -4.705 0.00
F 1.630 -4.542 -2.753 0.00
F 0.595 -2.546 -2.877 0.00
F -0.376 -4.368 -3.856 0.00
```

Results
- net charge = +2
- E (Ha) = -3019.8394
- HOMO (spin up / spin down) (Ha) = -0.5467 / -0.5465
- 2S+1 = 2
- ⟨S²⟩ = 0.77
- Kohn-Sham gap (spin up / spin down) (eV) = 5.56 / 1.95